Record 1
Density functional theory data (ωB97M-V/def2-TZVPD) for a structure of composition C34H44CoN4O2P2SSi2.

Structure (XYZ):
```
90
Properties=species:S:1:pos:R:3:mulliken_spin:R:1
Co 1.397 -0.449 0.300 2.860
C 3.030 3.185 1.984 -0.014
Si 1.918 3.578 0.568 0.038
C 0.512 4.578 1.255 0.020
C 2.753 4.611 -0.706 0.005
N 1.447 2.006 -0.138 0.004
P -0.011 1.543 -0.960 -0.102
C 0.055 -0.076 -1.252 0.194
P -0.763 -1.429 -0.650 0.038
N 0.375 -2.294 0.132 0.049
Si 0.419 -3.987 0.406 0.014
C 0.653 -4.944 -1.167 0.003
C 1.863 -4.374 1.524 -0.001
C -1.095 -4.643 1.269 0.004
C -1.512 -2.386 -2.017 -0.007
C -2.652 -3.171 -1.877 0.001
C -3.099 -3.965 -2.930 -0.001
C -2.402 -3.980 -4.127 0.003
C -1.266 -3.196 -4.277 -0.001
C -0.825 -2.401 -3.228 0.001
C -2.166 -1.164 0.483 0.002
C -2.020 -1.434 1.840 -0.002
C -3.095 -1.286 2.710 -0.001
C -4.322 -0.853 2.231 0.001
C -4.470 -0.548 0.883 0.005
C -3.397 -0.704 0.016 0.004
C 0.027 2.540 -2.488 0.014
C -0.200 3.913 -2.513 0.010
C -0.022 4.643 -3.682 0.000
C 0.408 3.998 -4.834 0.002
C 0.653 2.636 -4.814 0.014
C 0.459 1.906 -3.642 0.006
C -1.346 2.197 0.070 0.030
C -2.452 2.818 -0.497 -0.010
C -3.499 3.267 0.304 0.000
C -3.447 3.074 1.673 0.001
C -2.367 2.412 2.239 0.005
C -1.325 1.964 1.439 0.029
H 3.349 4.107 2.483 -0.003
H 3.918 2.638 1.652 0.020
H 2.480 2.574 2.708 -0.004
H 0.976 5.499 1.632 0.002
H 0.014 4.088 2.091 0.000
H -0.248 4.869 0.528 -0.002
H 2.902 5.628 -0.324 -0.002
H 2.136 4.671 -1.609 -0.002
H 3.721 4.193 -0.987 0.004
H 1.360 -4.421 -1.818 0.000
H -0.288 -5.051 -1.717 0.000
H 1.042 -5.948 -0.966 0.000
H 2.828 -4.345 1.003 0.000
H 1.753 -5.388 1.924 -0.001
H 1.901 -3.682 2.374 0.000
H -2.015 -4.350 0.757 -0.001
H -1.151 -4.260 2.293 0.000
H -1.070 -5.737 1.314 0.000
H -3.204 -3.168 -0.944 0.001
H -3.990 -4.569 -2.811 0.000
H -2.747 -4.598 -4.947 0.000
H -0.721 -3.203 -5.213 0.000
H 0.058 -1.778 -3.333 -0.003
H -1.060 -1.777 2.207 0.001
H -2.973 -1.513 3.763 0.000
H -5.162 -0.742 2.906 0.000
H -5.423 -0.196 0.507 0.000
H -3.522 -0.478 -1.038 -0.002
H -0.514 4.429 -1.615 -0.002
H -0.209 5.709 -3.689 0.000
H 0.557 4.564 -5.747 0.000
H 0.998 2.133 -5.709 0.000
H 0.647 0.839 -3.604 -0.001
H -2.502 2.960 -1.568 -0.002
H -4.349 3.764 -0.146 0.000
H -4.257 3.425 2.301 0.000
H -2.335 2.237 3.307 0.000
H -0.477 1.459 1.890 -0.023
C 3.916 -1.273 4.866 0.001
O 2.817 -0.612 4.222 -0.001
C 2.634 -0.733 2.908 0.010
O 1.617 -0.263 2.418 0.034
N 3.587 -1.381 2.198 -0.017
N 3.409 -1.444 0.812 0.058
H 3.741 -1.172 5.930 0.000
H 4.857 -0.783 4.612 0.000
H 3.941 -2.329 4.602 0.000
H 4.507 -1.513 2.582 -0.001
H 3.444 -2.406 0.500 -0.009
H 4.076 -0.836 0.333 0.004
S 4.232 1.390 -0.756 0.642
C 2.582 1.190 -0.607 1.077
```

- Relative energy (zero: lowest compared OMol25 entry of this formula, charge and spin): 158.7 kJ/mol
- Frontier orbital gap (alpha / beta): 0.1911 / 0.2641 Ha
- Multiplicity: 6
- E_tot: -4734.1649 hartree

Record 2
Density functional theory data (ωB97M-V/def2-TZVPD) for a structure of composition C34H44N2O9P4SbW.

Structure (XYZ):
```
95
Properties=species:S:1:pos:R:3:lowdin_charge:R:1
W -0.596 0.597 0.194 1.548
O 0.184 1.461 3.934 -0.077
P -1.147 1.663 3.102 0.234
O -2.329 2.016 3.877 -0.225
O -1.269 0.451 2.127 -0.483
O -0.779 2.791 2.021 -0.279
P 0.052 3.558 0.908 0.229
O 1.557 3.573 1.391 -0.070
O -0.528 4.864 0.612 -0.227
O 0.014 2.481 -0.246 -0.476
H 0.039 1.655 4.869 0.103
H 1.840 4.469 1.616 0.104
C 1.370 0.258 -3.699 0.009
C 0.998 0.202 -2.255 -0.272
N -0.286 0.351 -1.813 -0.224
O -1.238 0.626 -2.790 -0.093
C 1.864 0.047 -1.195 -0.267
C 3.350 0.001 -1.201 0.006
N 1.111 -0.171 -0.077 -0.189
O 1.119 0.495 1.147 -0.210
H 1.127 1.231 -4.131 0.105
H 0.865 -0.519 -4.283 0.097
H 2.438 0.092 -3.812 0.092
H -0.909 0.295 -3.640 0.097
H 3.731 -0.982 -1.479 0.088
H 3.720 0.241 -0.208 0.085
H 3.742 0.733 -1.908 0.096
C -0.306 -3.833 -1.154 -0.285
C -1.396 -2.744 -1.168 -0.310
P -2.023 -1.635 0.166 1.015
C -2.379 -2.599 1.669 -0.352
C -2.951 -2.037 2.806 -0.080
C -3.294 -2.851 3.875 -0.054
C -3.091 -4.223 3.814 -0.061
C -2.551 -4.791 2.669 -0.061
C -2.198 -3.975 1.608 -0.121
C -3.767 -1.318 -0.288 -0.350
C -4.380 -0.299 0.434 -0.194
C -5.759 -0.139 0.418 -0.072
C -6.543 -0.986 -0.345 -0.061
C -5.946 -2.018 -1.055 -0.056
C -4.574 -2.204 -1.005 -0.066
C 1.104 -3.500 -0.665 -0.345
P 1.089 -3.277 1.159 1.090
C 1.549 -4.998 1.694 -0.329
C 0.712 -6.081 1.428 -0.112
C 1.051 -7.374 1.800 -0.080
C 2.239 -7.625 2.466 -0.080
C 3.083 -6.561 2.747 -0.073
C 2.745 -5.270 2.364 -0.082
C 2.607 -2.367 1.599 -0.426
C 2.575 -1.611 2.767 -0.113
C 3.696 -0.918 3.188 -0.065
C 4.865 -0.964 2.436 -0.072
C 4.905 -1.712 1.267 -0.094
C 3.778 -2.407 0.851 -0.129
H -0.233 -4.110 -2.211 0.118
H -0.669 -4.728 -0.651 0.068
H -2.277 -3.191 -1.612 0.065
H -1.075 -1.992 -1.903 0.064
H -3.128 -0.977 2.894 0.089
H -3.723 -2.401 4.761 0.113
H -3.359 -4.852 4.652 0.111
H -2.396 -5.860 2.604 0.109
H -1.777 -4.402 0.714 0.058
H -3.792 0.330 1.094 0.058
H -6.216 0.645 1.010 0.120
H -7.617 -0.861 -0.368 0.114
H -6.557 -2.704 -1.628 0.113
H -4.165 -3.060 -1.509 0.094
H 1.445 -2.587 -1.153 0.060
H 1.782 -4.310 -0.938 0.093
H -0.226 -5.964 0.910 0.073
H 0.373 -8.185 1.566 0.106
H 2.503 -8.631 2.763 0.107
H 4.017 -6.726 3.267 0.108
H 3.437 -4.477 2.612 0.096
H 1.658 -1.556 3.340 0.104
H 3.664 -0.332 4.097 0.109
H 5.742 -0.422 2.763 0.108
H 5.818 -1.759 0.685 0.111
H 3.822 -3.020 -0.044 0.110
C -2.082 3.785 -2.098 -0.263
Sb -2.844 2.225 -0.886 1.404
C -3.800 3.319 0.665 -0.254
C -4.430 1.709 -2.211 -0.258
H -2.913 4.467 -2.278 0.026
H -1.752 3.357 -3.042 0.013
H -1.272 4.322 -1.614 -0.006
H -4.755 3.698 0.304 0.023
H -3.142 4.150 0.916 0.013
H -3.948 2.709 1.555 0.004
H -4.512 2.533 -2.918 0.017
H -5.363 1.590 -1.671 0.004
H -4.205 0.787 -2.742 0.012
```

- Relative energy (zero: lowest compared OMol25 entry of this formula, charge and spin): 0.0 kJ/mol
- Frontier orbital gap (alpha / beta): 0.2337 / 0.2295 Ha
- E_tot: -3781.3972 hartree
- Net charge: +1

Record 3
Density functional theory data (ωB97M-V/def2-TZVPD) for a structure of composition C34H44N8O4SSbSi3Sn.

Structure (XYZ):
```
96
Properties=species:S:1:pos:R:3:lowdin_charge:R:1
Sn -0.326 1.475 -0.702 1.274
C -3.778 -2.113 0.504 -0.301
Sb -3.113 -0.059 0.526 1.389
C -1.664 -0.444 -1.061 -0.664
C -1.130 -1.820 -0.926 -0.470
C -1.146 -2.756 -1.977 -0.071
C -0.591 -4.010 -1.804 -0.067
C -0.024 -4.343 -0.583 -0.074
C -0.073 -3.383 0.414 -0.138
N -0.605 -2.178 0.261 0.095
Si -2.535 0.007 -2.676 0.320
C -3.258 1.743 -2.619 -0.224
C -1.354 0.023 -4.144 -0.172
C -4.002 -1.107 -3.080 -0.183
C -1.868 0.148 2.375 -0.547
C -0.396 -0.141 2.248 -0.393
C 0.270 -0.904 3.215 -0.061
C 1.633 -1.098 3.176 -0.037
C 2.368 -0.496 2.170 -0.033
C 1.679 0.271 1.263 -0.147
N 0.348 0.436 1.276 -0.012
Si -2.761 -0.921 3.699 0.440
C -2.308 -0.480 5.480 -0.173
C -4.635 -0.742 3.636 -0.181
C -2.455 -2.775 3.539 -0.158
Si -1.980 2.003 2.946 0.431
C -0.586 2.323 4.147 -0.150
C -1.865 3.296 1.591 -0.214
C -3.631 2.423 3.747 -0.185
H -4.119 -2.265 -0.521 -0.006
H -4.612 -2.287 1.178 -0.006
H -2.973 -2.810 0.711 -0.006
H -1.591 -2.505 -2.929 0.076
H -0.606 -4.724 -2.619 0.107
H 0.425 -5.310 -0.403 0.096
H 0.335 -3.593 1.400 0.103
H -2.507 2.532 -2.559 0.003
H -3.961 1.885 -1.796 0.006
H -3.810 1.888 -3.553 0.035
H -0.536 0.731 -3.982 0.025
H -1.902 0.365 -5.027 0.037
H -0.908 -0.942 -4.390 0.025
H -4.794 -0.972 -2.338 0.024
H -3.765 -2.171 -3.125 0.023
H -4.418 -0.814 -4.048 0.034
H -0.285 -1.347 4.023 0.065
H 2.117 -1.696 3.939 0.115
H 3.442 -0.584 2.097 0.113
H 2.211 0.813 0.496 0.079
H -2.636 0.519 5.767 0.020
H -1.245 -0.548 5.708 0.027
H -2.828 -1.193 6.128 0.037
H -4.995 0.230 3.961 0.013
H -5.032 -1.488 4.332 0.044
H -5.075 -0.951 2.662 -0.002
H -1.415 -3.066 3.393 0.021
H -3.038 -3.217 2.735 0.011
H -2.799 -3.229 4.474 0.038
H 0.382 2.218 3.652 0.023
H -0.604 1.659 5.012 0.025
H -0.646 3.352 4.511 0.041
H -0.854 3.463 1.224 -0.030
H -2.186 4.234 2.058 0.047
H -2.525 3.125 0.738 0.006
H -3.863 1.896 4.670 0.009
H -4.462 2.292 3.050 0.037
H -3.573 3.489 3.985 0.039
O 1.504 2.988 0.198 -0.351
N 1.692 3.200 1.449 -0.041
C 1.686 4.457 1.827 -0.327
C 1.884 4.731 3.216 -0.207
N 2.042 4.965 4.332 0.142
C 1.448 5.538 0.917 -0.193
N 1.247 6.400 0.182 0.155
O 9.507 0.439 -5.248 -0.364
S 8.235 1.126 -5.206 0.384
O 8.071 2.051 -4.103 -0.368
O 7.740 1.598 -6.487 -0.362
C 7.027 -0.192 -4.837 -0.331
N 7.299 -1.437 -5.236 0.126
C 6.390 -2.359 -4.964 -0.122
C 5.204 -2.080 -4.301 -0.006
C 5.005 -0.752 -3.953 -0.227
N 5.909 0.181 -4.219 0.164
C 3.786 -0.277 -3.243 -0.112
C 2.666 -1.080 -3.052 0.018
C 1.585 -0.582 -2.360 -0.112
N 1.554 0.656 -1.852 -0.075
C 2.622 1.448 -2.057 -0.101
C 3.742 1.021 -2.739 0.040
H 6.617 -3.371 -5.284 0.106
H 4.497 -2.864 -4.072 0.095
H 2.614 -2.089 -3.436 0.109
H 0.711 -1.191 -2.201 0.081
H 2.561 2.444 -1.637 0.103
H 4.588 1.677 -2.889 0.129
```

- Relative energy (zero: lowest compared OMol25 entry of this formula, charge and spin): 7.5 kJ/mol
- Frontier orbital gap: 0.2493 Ha
- E_tot: -3782.3341 hartree
- Net charge: -1